# 1
ORCA calculation (the ωB97M-V functional and the def2-TZVPD basis) on a molecular structure, C44H34As2MgN5O6S2.

Output
E_tot = -7890.68697 a.u.
HOMO energy = -4.207 eV
Kohn-Sham gap = 6.409 eV
LUMO energy = 2.202 eV
relative energy (zero: lowest compared OMol25 entry of this formula, charge and spin) = 8.24 kcal/mol

ORCA input file:
```
! wB97M-V def2-TZVPD RIJCOSX def2/J DEFGRID3
* xyz -1 1
Mg -0.400 -0.613 -1.639
C -2.828 -2.129 1.961
C -1.971 -3.018 2.584
C -0.653 -3.085 2.174
C -0.241 -2.257 1.137
N -1.062 -1.397 0.536
C -2.327 -1.341 0.937
C 1.161 -2.204 0.631
C 2.212 -2.955 1.145
C 3.480 -2.749 0.631
C 3.678 -1.795 -0.355
C 2.570 -1.107 -0.827
N 1.353 -1.338 -0.351
C 2.624 -0.064 -1.891
C 3.811 0.455 -2.384
C 3.750 1.464 -3.334
C 2.515 1.923 -3.754
C 1.373 1.350 -3.213
N 1.434 0.377 -2.308
H -3.867 -2.047 2.252
H -2.325 -3.657 3.385
H 0.033 -3.778 2.639
H -2.955 -0.637 0.404
H 2.048 -3.683 1.926
H 4.319 -3.319 1.008
H 4.664 -1.608 -0.752
H 4.763 0.094 -2.022
H 4.662 1.889 -3.734
H 2.423 2.715 -4.484
H 0.382 1.692 -3.498
O -2.368 3.475 -0.584
As -2.043 2.204 -1.813
O -1.513 3.059 -3.105
O -1.054 1.149 -0.981
C -3.813 1.403 -1.922
C -4.884 2.129 -1.410
C -6.168 1.603 -1.424
C -6.395 0.343 -1.954
C -5.338 -0.389 -2.472
C -4.052 0.136 -2.454
S -2.756 -0.918 -3.094
O -3.369 -1.696 -4.131
O -1.674 -0.013 -3.487
O -2.288 -1.684 -1.921
H -2.120 4.283 -1.053
H -4.699 3.107 -0.988
H -6.991 2.182 -1.021
H -7.396 -0.070 -1.971
H -5.490 -1.365 -2.911
C 1.641 6.641 3.039
C 0.515 6.293 2.305
C 0.499 5.116 1.573
C 1.602 4.261 1.576
C 2.726 4.616 2.314
C 2.745 5.801 3.040
As 1.429 2.635 0.477
C 0.413 1.652 1.816
C -0.947 1.754 2.062
C -1.507 0.997 3.080
C -0.722 0.122 3.824
C 0.634 0.008 3.567
C 1.211 0.785 2.566
C 2.645 0.800 2.211
C 3.645 0.048 2.820
C 4.961 0.182 2.404
C 5.290 1.056 1.375
C 4.294 1.803 0.757
C 2.979 1.685 1.179
H 1.658 7.563 3.607
H -0.352 6.942 2.301
H -0.383 4.851 0.999
H 3.588 3.961 2.336
H 3.626 6.066 3.612
H -1.565 2.399 1.450
H -2.570 1.068 3.278
H -1.176 -0.487 4.597
H 1.237 -0.687 4.141
H 3.401 -0.645 3.617
H 5.737 -0.405 2.882
H 6.321 1.152 1.054
H 4.545 2.479 -0.053
C -1.942 -5.477 -0.081
C -1.495 -5.175 -1.485
C -1.999 -5.895 -2.559
C -1.504 -5.544 -3.805
N -0.638 -4.566 -3.990
C -0.239 -3.876 -2.899
S 0.810 -2.520 -3.153
N -0.621 -4.190 -1.640
H -2.400 -6.463 -0.015
H -2.671 -4.731 0.243
H -1.091 -5.423 0.599
H -2.721 -6.690 -2.429
H -1.821 -6.078 -4.699
*
```

***

# 2
ORCA calculation (the ωB97M-V functional and the def2-TZVPD basis) on a gas-phase ion, C18H26NO3 (charge +1).

Output
E_tot = -981.75610 a.u.
HOMO energy = -11.510 eV
Kohn-Sham gap = 8.818 eV
LUMO energy = -2.691 eV

ORCA input file:
```
! wB97M-V def2-TZVPD RIJCOSX def2/J DEFGRID3
* xyz 1 1
C -2.939 -2.199 -1.537
C -1.601 -1.506 -1.303
C -1.537 -0.741 0.032
C -1.458 -1.717 1.221
O -0.197 -2.366 1.166
C -0.262 0.079 0.168
O 0.012 0.708 1.162
O 0.500 0.035 -0.929
C 1.822 0.545 -1.048
C 2.179 1.783 -0.202
N 3.251 1.435 0.764
C 2.855 0.279 1.610
C 2.747 -0.971 0.730
C 2.859 -0.549 -0.734
C 4.250 0.034 -0.988
C 4.515 1.136 0.048
C -2.691 0.242 0.136
C -2.657 1.380 -0.665
C -3.689 2.299 -0.635
C -4.777 2.093 0.196
C -4.822 0.962 0.992
C -3.786 0.042 0.965
H -2.929 -2.682 -2.511
H -3.755 -1.481 -1.519
H -3.134 -2.963 -0.789
H -1.428 -0.802 -2.118
H -0.796 -2.243 -1.315
H -2.268 -2.448 1.159
H -1.545 -1.153 2.158
H -0.215 -3.121 1.764
H 1.885 0.798 -2.113
H 2.540 2.591 -0.840
H 1.303 2.126 0.350
H 3.397 2.242 1.376
H 3.597 0.156 2.399
H 1.888 0.512 2.063
H 1.794 -1.474 0.901
H 3.541 -1.681 0.957
H 2.678 -1.407 -1.382
H 4.998 -0.753 -0.901
H 4.308 0.430 -2.001
H 4.879 2.048 -0.427
H 5.254 0.818 0.785
H -1.817 1.545 -1.326
H -3.646 3.176 -1.264
H -5.585 2.807 0.220
H -5.669 0.789 1.638
H -3.850 -0.834 1.590
*
```

***

# 3
ORCA calculation (the ωB97M-V functional and the def2-TZVPD basis) on a molecular structure, C29H43Cl2F5MgN3O4SSi.

Output
E_tot = -3903.86872 a.u.
HOMO energy = -3.574 eV
Kohn-Sham gap = 5.719 eV
LUMO energy = 2.145 eV
relative energy (zero: lowest compared OMol25 entry of this formula, charge and spin) = 0.00 kcal/mol

ORCA input file:
```
! wB97M-V def2-TZVPD RIJCOSX def2/J DEFGRID3
* xyz -1 1
C 2.971 -2.108 -3.995
C 2.260 -1.603 -5.212
H 3.172 -3.182 -4.071
H 2.365 -1.926 -3.096
H 3.935 -1.595 -3.857
C 2.246 -2.218 -6.403
C 3.006 -3.458 -6.723
H 1.642 -1.815 -7.218
H 2.985 -4.203 -5.918
H 4.060 -3.244 -6.951
H 2.577 -3.914 -7.619
Mg -0.681 -0.346 2.732
Cl 1.024 -0.800 1.107
C -0.692 2.146 1.213
O -1.369 1.259 1.796
N -1.228 3.013 0.356
C -2.628 2.892 -0.044
C -0.410 4.032 -0.291
H 0.392 2.232 1.382
H -3.149 2.257 0.678
H -2.705 2.460 -1.054
H -3.076 3.890 -0.084
H 0.572 4.041 0.194
H -0.879 5.019 -0.198
H -0.283 3.824 -1.363
H -4.022 2.044 6.304
H -2.071 1.927 8.237
C -3.817 0.969 6.258
C -2.017 0.867 7.939
N -2.417 0.705 6.545
H -4.082 0.585 5.273
C -1.558 0.378 5.572
O -1.852 0.314 4.359
H -0.990 0.509 8.057
H -0.537 0.151 5.916
H -4.419 0.485 7.034
H -2.693 0.286 8.582
H 0.655 -4.821 2.003
H -0.304 -3.161 0.095
C -0.369 -4.906 2.392
C -1.230 -3.645 0.435
N -1.200 -3.829 1.879
H -0.355 -4.834 3.479
C -1.735 -2.900 2.678
O -2.145 -1.776 2.291
H -2.081 -3.007 0.183
H -1.727 -3.155 3.747
H -0.777 -5.874 2.072
H -1.326 -4.630 -0.030
O 0.287 -0.648 -4.279
C 1.477 -0.316 -4.983
C 0.121 0.270 -7.097
C 1.222 0.480 -6.263
H -0.641 -0.461 -6.803
C 0.029 0.989 -8.296
H 2.123 0.299 -4.333
C 2.221 1.398 -6.617
H -0.832 0.822 -8.940
C 1.044 1.876 -8.664
C 2.136 2.088 -7.820
H 3.065 1.512 -5.932
H 0.979 2.400 -9.615
H 2.936 2.770 -8.103
Si -0.809 0.071 -3.236
Cl 0.474 -1.970 4.241
C -2.488 -0.549 -3.801
C -0.709 1.920 -3.538
C -0.387 -0.483 -1.535
H -2.613 -0.447 -4.885
H -3.302 0.011 -3.317
H -2.621 -1.609 -3.550
H -0.322 -1.578 -1.501
H -1.107 -0.170 -0.770
H 0.590 -0.092 -1.231
H -0.793 2.145 -4.610
H 0.249 2.323 -3.192
H -1.512 2.464 -3.023
F 2.533 0.872 9.813
C 2.356 1.055 8.490
C 1.564 2.114 8.030
F 0.990 2.957 8.921
C 1.375 2.297 6.665
F 0.581 3.301 6.238
C 1.984 1.450 5.691
S 1.764 1.669 4.055
C 2.803 0.405 6.211
F 3.463 -0.370 5.332
C 2.972 0.199 7.570
F 3.762 -0.802 8.017
*
```